No. 1
C8H36AsF6N16O10 as an isolated structure, computed with ωB97M-V/def2-TZVPD.

Atoms and positions in Å:
As  -1.124  0.583  0.143
F  -2.145  0.995  1.573
F  -1.870  1.880  -0.824
F  -0.043  0.223  -1.197
F  -0.290  -0.755  1.126
F  -2.340  -0.587  -0.403
F  0.041  1.804  0.609
C  2.596  3.499  -2.064
O  3.201  2.860  -2.963
N  2.785  4.779  -1.784
N  1.633  3.102  -1.292
H  3.723  5.152  -1.828
H  2.007  5.329  -1.448
H  1.259  3.727  -0.593
H  1.148  2.236  -1.478
C  2.728  -1.641  -2.852
O  2.388  -2.322  -1.910
N  3.620  -1.962  -3.764
N  2.189  -0.534  -3.185
H  3.572  -1.266  -4.494
H  4.392  -2.608  -3.679
H  1.406  -0.314  -2.587
H  2.725  -0.042  -3.886
C  -1.532  -3.182  -2.628
O  -1.269  -4.315  -3.031
N  -0.577  -2.312  -2.342
N  -2.676  -2.765  -2.199
H  -0.825  -1.352  -2.151
H  0.385  -2.593  -2.471
H  -2.785  -1.798  -1.930
H  -3.445  -3.398  -2.036
C  0.974  -5.249  -0.193
O  0.229  -5.713  -1.071
N  1.918  -5.941  0.450
N  0.722  -4.105  0.483
H  2.310  -5.512  1.276
H  2.172  -6.906  0.295
H  1.282  -3.827  1.276
H  0.117  -3.411  0.068
C  -2.584  -4.339  1.371
O  -2.578  -5.036  0.426
N  -2.774  -3.019  1.368
N  -2.273  -4.761  2.635
H  -2.385  -2.517  2.154
H  -2.912  -2.518  0.502
H  -2.162  -5.764  2.665
H  -1.737  -4.114  3.196
C  2.232  4.202  2.868
O  2.187  3.430  3.804
N  2.950  5.288  2.826
N  1.522  4.093  1.802
H  3.572  5.617  3.551
H  2.486  6.053  2.357
H  1.284  3.135  1.592
H  1.288  4.898  1.239
C  2.385  -0.883  3.579
O  3.393  -1.107  4.276
N  2.381  -0.698  2.342
N  1.245  -0.688  4.144
H  3.269  -0.607  1.870
H  1.489  -0.419  1.960
H  0.347  -0.710  3.681
H  1.200  -0.907  5.129
C  -3.135  4.042  -2.824
O  -3.496  4.943  -3.576
N  -2.921  4.156  -1.558
N  -3.019  2.841  -3.273
H  -2.694  3.275  -1.121
H  -3.303  4.968  -1.094
H  -2.594  2.099  -2.735
H  -3.087  2.753  -4.277
O  -4.042  3.421  1.132
H  -3.937  2.771  0.437
H  -4.893  3.822  0.960
O  -2.161  -0.062  4.008
H  -2.073  0.547  3.274
H  -3.069  0.038  4.294

Output
Lowest unoccupied orbital energy (spin up / spin down), eV: -0.9 / -5.5
Spin multiplicity: 2
Frontier orbital gap (spin up / spin down), eV: 8.04 / 3.51

=====

No. 2
A 5-piece molecular cluster, C18H50N4O6 overall, computed with ωB97M-V/def2-TZVPD.

Atoms and positions in Å:
C  4.953  1.811  1.488
O  4.645  0.871  0.466
C  3.392  1.087  -0.155
C  3.303  0.269  -1.430
C  4.329  0.676  -2.455
N  1.930  0.400  -1.904
H  5.970  1.805  1.796
H  4.306  1.657  2.366
H  4.791  2.846  1.120
H  2.598  0.717  0.432
H  3.274  2.181  -0.488
H  3.467  -0.836  -1.178
H  3.940  1.553  -2.950
H  4.478  -0.083  -3.210
H  5.292  0.736  -1.941
H  1.288  -0.150  -1.335
H  1.892  0.020  -2.807
C  -5.853  -4.214  -0.085
O  -4.467  -4.046  -0.310
C  -3.978  -3.101  0.543
C  -2.464  -2.973  0.472
C  -1.674  -4.235  0.605
N  -2.026  -2.033  1.466
H  -6.397  -3.435  -0.651
H  -6.057  -4.228  0.989
H  -6.207  -5.189  -0.461
H  -4.479  -2.134  0.440
H  -4.111  -3.464  1.559
H  -2.241  -2.463  -0.462
H  -1.840  -4.919  1.462
H  -0.633  -4.022  0.678
H  -1.712  -4.933  -0.201
H  -2.289  -2.236  2.413
H  -2.358  -1.094  1.265
C  4.106  -6.000  2.951
O  4.268  -4.688  2.614
C  3.429  -3.784  3.202
C  3.723  -2.351  2.773
C  2.718  -1.484  3.601
N  3.427  -2.131  1.343
H  4.592  -6.575  2.214
H  3.074  -6.276  3.006
H  4.521  -6.270  3.929
H  2.351  -4.044  3.036
H  3.420  -3.844  4.321
H  4.805  -2.075  2.965
H  1.686  -1.847  3.290
H  2.714  -0.419  3.232
H  2.870  -1.502  4.674
H  3.781  -2.948  0.796
H  3.972  -1.385  0.926
C  -4.626  8.314  -3.069
O  -3.826  7.253  -3.531
C  -3.670  6.279  -2.521
C  -2.452  5.453  -2.819
N  -2.471  4.263  -2.005
C  -1.321  3.435  -2.250
C  -1.317  2.363  -1.146
O  -2.572  1.691  -1.354
C  -2.800  0.665  -0.416
H  -4.130  8.889  -2.225
H  -5.610  8.028  -2.786
H  -4.682  9.017  -3.933
H  -4.549  5.606  -2.576
H  -3.616  6.792  -1.542
H  -1.563  5.949  -2.561
H  -2.376  5.256  -3.888
H  -3.266  3.681  -2.201
H  -0.471  4.117  -2.124
H  -1.240  2.979  -3.271
H  -1.200  2.776  -0.119
H  -0.522  1.656  -1.439
H  -3.102  1.164  0.583
H  -1.843  0.083  -0.238
H  -3.610  0.042  -0.828
O  0.810  -1.436  0.305
H  1.543  -1.788  0.826
H  -0.034  -1.743  0.721

Output
SMILES: COC[C@H](C)N.COC[C@H](C)N.COC[C@H](C)N.COCCNCCOC.O
Lowest unoccupied orbital energy, eV: 0.7
Spin multiplicity: 1
Energy relative to the best compared isomer or geometry (same formula, charge and spin), eV: 3.5635
Frontier orbital gap, eV: 9.44

=====

No. 3
One molecule with the formula C18H21ClN2O4S, computed with ωB97M-V/def2-TZVPD.

Atoms and positions in Å:
C  4.681  -1.108  0.200
O  3.871  -0.313  -0.627
C  4.004  1.067  -0.366
C  3.066  1.838  -1.295
N  1.675  1.642  -0.960
C  1.024  2.513  -0.156
O  1.526  3.533  0.273
C  -0.396  2.144  0.145
C  -0.926  2.490  1.387
C  -2.241  2.212  1.696
C  -3.054  1.565  0.767
Cl  -4.691  1.251  1.158
C  -2.529  1.214  -0.468
S  -3.426  0.339  -1.765
O  -4.743  -0.029  -1.357
O  -3.291  1.081  -2.983
N  -2.499  -1.061  -1.995
C  -1.447  -1.386  -1.121
C  -0.140  -1.384  -1.602
C  0.918  -1.649  -0.753
C  0.671  -1.894  0.586
C  -0.627  -1.933  1.074
C  -0.875  -2.235  2.520
C  -1.706  -1.696  0.216
C  -3.107  -1.826  0.726
C  -1.219  1.524  -0.785
H  5.743  -0.872  0.061
H  4.500  -2.143  -0.084
H  4.426  -0.968  1.258
H  5.042  1.386  -0.542
H  3.748  1.283  0.682
H  3.272  2.906  -1.202
H  3.232  1.510  -2.323
H  1.298  0.715  -1.103
H  -0.290  2.998  2.096
H  -2.659  2.494  2.649
H  -2.209  -1.062  -2.964
H  0.037  -1.180  -2.649
H  1.930  -1.645  -1.126
H  1.498  -2.076  1.256
H  -1.415  -1.416  2.994
H  -1.480  -3.134  2.626
H  0.063  -2.385  3.047
H  -3.275  -1.175  1.582
H  -3.833  -1.593  -0.045
H  -3.277  -2.851  1.059
H  -0.872  1.308  -1.783

Output
SMILES: COCCNC(=O)c1ccc(Cl)c(S(=O)(=O)Nc2cccc(C)c2C)c1
Lowest unoccupied orbital energy, eV: 0.1
Spin multiplicity: 1
Energy relative to the best compared isomer or geometry (same formula, charge and spin), eV: 0.7074
Frontier orbital gap, eV: 9.07

=====

Results for total energy: -4790.08518 -1386.13415 -1967.36068 (in hartree, following the order of the records).